Below is a cluster of 16 separate species, C2H37NO15 in total at a distorted geometry, with properties calculated with ωB97M-V with the def2-TZVPD basis set.

The geometry in XYZ format:
```
55
Properties=species:S:1:pos:R:3:forces:R:3
C 1.79282 -2.29742 2.95781 -4.09 -3.45 -0.95
N 0.64442 -1.73845 2.15862 3.18 1.64 -0.15
C 0.82364 -0.21603 2.03108 -2.63 -3.30 -0.74
H 2.71148 -1.87293 2.72081 1.46 1.11 -0.17
H 1.47925 -2.27686 4.05221 1.15 -0.31 -1.17
H 1.77892 -3.37449 2.43789 0.62 1.70 2.11
H -0.19322 -2.09472 2.57511 -0.64 0.54 0.13
H 1.79446 -0.02902 1.66685 1.06 0.03 -0.53
H 0.71311 0.16390 3.00090 -0.46 1.25 0.96
H 0.07993 0.07647 1.25165 0.85 0.24 0.86
H 3.12412 -3.53662 -1.72231 -0.39 0.15 1.54
H 3.43412 -3.60995 -0.14634 -0.11 -0.17 -0.80
O 2.72580 -3.56686 -0.81206 0.58 -0.22 -0.45
H -3.13747 -0.02779 -2.78662 -1.28 0.77 2.19
H -4.11963 1.18816 -2.39205 0.04 0.19 0.22
O -3.81613 0.34076 -2.06018 0.93 -0.95 -2.15
H 0.45272 1.97978 -2.59395 0.01 1.04 0.67
H 0.04753 1.37675 -3.92653 -0.38 0.39 -1.50
O 0.37028 1.15679 -3.07730 0.43 -1.35 0.63
H 0.62361 -1.99731 -1.96493 -0.22 -0.86 1.03
H 1.09454 -0.99150 -2.85824 0.08 1.13 -1.08
O 1.44298 -1.73922 -2.39217 -0.04 -0.09 -0.50
H -3.13498 -1.57064 0.92642 1.23 -1.90 -0.54
H -2.79772 -2.90622 1.70840 -0.22 -0.59 0.62
O -2.52598 -2.43923 0.93082 -1.27 2.22 0.05
H -1.54068 0.29615 2.09679 0.77 -3.43 0.28
H -2.77312 1.17088 1.91634 1.48 -0.09 0.01
O -1.77890 1.16734 2.02123 -2.98 3.36 -0.35
H 0.49521 3.07298 -0.67495 -0.45 -0.11 1.51
H 1.67071 2.99450 -1.55721 1.41 -0.11 0.00
O 0.77883 3.29516 -1.55365 -0.53 0.49 -1.47
H 3.37605 1.02452 0.09734 -3.86 -4.49 -2.53
H 4.82074 1.37726 0.06998 0.92 -0.52 -0.57
O 3.97297 1.58250 0.41022 2.98 5.18 3.35
H -3.83691 -0.00059 -0.45494 -0.48 -0.02 -0.46
H -4.99604 -0.54278 0.45219 -2.98 -0.53 -0.31
O -4.10704 -0.34911 0.42529 3.44 0.66 1.11
H -0.94174 -2.35187 0.25463 0.41 0.66 -1.12
H 0.40422 -1.79774 0.32482 2.55 0.23 2.09
O -0.24581 -1.90422 -0.31102 -3.40 -0.95 -2.01
H -0.59988 2.06447 1.05618 0.65 0.68 0.30
H 0.63838 2.58806 1.76886 0.31 0.16 0.44
O 0.12413 2.73284 0.97281 -0.90 -0.53 -0.48
H -2.20579 2.38969 -0.13261 -2.33 0.44 -1.43
H -2.97551 3.58949 -0.67192 -0.10 0.57 -0.08
O -3.06253 2.63870 -0.64828 2.41 -0.74 1.54
H -1.11050 0.20126 -2.77724 1.49 1.60 0.68
H -1.43659 -1.24598 -2.34775 -0.35 1.32 -1.01
O -1.62259 -0.53504 -3.03257 -1.02 -3.49 0.18
H 2.20272 -0.83304 -1.23358 1.38 0.08 0.66
H 2.82069 -1.46900 -0.00761 0.40 1.28 -0.91
O 2.94350 -0.64222 -0.55668 -1.54 -1.46 0.33
H 2.25184 1.96964 4.06461 0.78 -0.16 1.74
H 2.54550 1.76952 2.61346 2.85 -1.13 -2.31
O 1.92928 2.07248 3.20224 -3.20 1.83 0.56
```
Forces are in eV/Å.

For the molar mass, the calculation gives 315.3 g mol⁻¹. Its electronic energy is -34876.19986 eV. Its energy above the lowest of the compared OMol25 structures with the same formula, charge and spin is 49.9 kJ/mol.

=====

Below is a cluster of 18 separate species, C2H39O18 in total at a distorted geometry, with properties calculated with ωB97M-V with the def2-TZVPD basis set.

The geometry in XYZ format:
```
59
Properties=species:S:1:pos:R:3:forces:R:3
C -0.10590 -0.30149 -0.65760 2.59 0.77 -1.11
C -0.21964 0.65803 0.46057 -3.75 1.51 0.96
O -1.48113 0.39571 1.04905 -0.24 -0.68 0.06
H 0.91239 -0.16123 -1.12786 -0.78 -0.43 0.19
H -0.84266 -0.16967 -1.45104 -0.16 0.28 0.31
H -0.18696 -1.28149 -0.23581 0.08 -0.72 0.17
H -0.39923 1.73864 0.21910 1.31 -0.28 -0.83
H 0.44437 0.61750 1.31247 1.68 -0.54 -0.56
O -0.72133 -1.35417 3.02512 -0.17 1.32 0.28
H -0.75536 -0.74955 2.22474 -0.66 -0.66 0.61
H -1.22529 -0.80986 3.67392 0.42 -0.72 -0.70
O 3.29574 0.77152 1.89866 1.12 0.90 -0.22
H 2.69004 0.04088 1.94633 -0.60 -0.92 -0.46
H 3.04067 1.37769 1.17320 -0.10 -0.75 0.38
O 2.19349 2.45248 3.59126 -0.14 0.58 0.17
H 1.35885 2.46299 3.10399 -0.45 0.31 0.45
H 2.67264 1.76639 3.11580 0.59 -0.29 0.00
O 2.13303 -1.70205 1.27391 -0.21 0.65 -0.71
H 2.37766 -2.44241 1.80266 0.09 -0.89 0.80
H 2.45726 -1.89359 0.37043 -0.19 0.14 0.73
O 1.46656 2.27347 -2.56291 -1.01 -0.67 -0.08
H 0.63833 1.77124 -2.39375 0.56 0.59 -0.44
H 1.80818 2.38911 -1.67102 0.29 -0.04 0.09
O 2.76387 -1.81327 -1.24815 1.03 -0.39 -1.07
H 3.45565 -2.34128 -1.66428 -0.03 -0.65 0.15
H 3.12810 -0.95534 -1.43588 -0.25 1.27 0.15
O -1.73620 -2.84860 -1.78107 -0.15 -0.20 -0.48
H -2.40208 -2.76530 -2.47167 0.24 -0.22 -0.15
H -2.05927 -2.22123 -1.13552 -0.42 0.36 0.88
O -1.00087 0.86049 -4.05335 -0.63 1.88 0.13
H -1.50133 0.32175 -4.63634 -0.81 -0.64 -0.79
H -0.30895 0.28849 -3.79599 1.32 -1.28 0.58
O -0.53598 2.19970 3.00316 0.68 -0.14 0.33
H -0.41415 1.63560 2.22386 -0.98 0.16 0.25
H -0.39555 1.56616 3.72577 -0.14 0.35 -0.13
O 0.85428 -3.75613 -1.36716 -0.36 -1.11 0.31
H 1.51147 -3.08059 -1.49640 -0.35 0.49 -0.11
H -0.05012 -3.43269 -1.54641 0.35 0.11 -0.17
O -3.42387 -1.33376 0.11576 -1.57 -0.99 -1.01
H -4.22727 -0.79906 0.13896 0.14 -0.17 -0.18
H -2.81720 -0.82643 0.62991 1.77 1.15 1.00
O 0.28204 -4.16030 1.57745 -0.01 -0.86 -0.53
H 0.13401 -4.89134 0.94653 0.07 0.42 0.51
H 0.56142 -3.46916 0.96910 -0.03 0.35 0.07
O -1.68615 4.09493 0.67168 0.17 0.21 -0.74
H -1.70114 4.13676 -0.29287 -0.69 -0.11 -0.10
H -0.73941 4.05319 0.78321 0.49 -0.07 0.80
O 0.29432 -1.54653 -3.33975 -0.62 0.25 -2.97
H 0.33090 -1.57440 -2.42082 0.10 -0.14 2.46
H 1.18446 -1.57189 -3.66484 0.69 -0.09 -0.08
O 2.65921 2.51082 -0.11356 0.61 -1.80 -0.81
H 3.45615 2.99439 -0.26178 0.74 0.77 -0.02
H 2.02354 3.06147 0.27753 -1.27 1.45 1.08
O -3.50215 1.73740 2.11390 0.36 0.28 0.42
H -4.20360 1.26052 1.70539 -1.08 -0.37 -0.39
H -2.72461 1.35130 1.65075 0.50 0.21 0.24
O -3.05437 1.51887 -1.29572 -0.36 0.05 -0.55
H -3.31344 0.83548 -1.93174 0.32 0.24 0.29
H -2.39340 1.10984 -0.72087 -0.08 -0.22 0.53
```
Forces are in eV/Å.

The charge is -1. For the molar mass, the calculation gives 351.3 g mol⁻¹. Its electronic energy is -39563.38493 eV. Its energy above the lowest of the compared OMol25 structures with the same formula, charge and spin is 220.7 kJ/mol.

=====

Summary of HOMO-LUMO gap in eV
9.33; 7.03
(order as listed above)